{"formula": "C4H7NO", "method": "ωB97M-V/def2-TZVPD", "charge": 0, "mol_weight_g_mol": 85.1, "multiplicity": 1, "relative_energy_kcal_mol": 31.0, "largest_force_ev_per_a": 0.493, "species": ["C", "C", "C", "C", "N", "O", "H", "H", "H", "H", "H", "H", "H"], "xyz": [[-0.657433, -0.314628, -1.492694], [-0.235064, -0.794521, -0.124521], [1.106617, -0.246236, 0.392118], [0.211559, 0.678626, 1.178361], [0.355167, 1.753142, 1.809074], [-0.939699, -0.014125, 0.889208], [-1.723691, -0.500617, -1.651274], [-0.086467, -0.813106, -2.280512], [-0.487525, 0.765150, -1.569628], [-0.416146, -1.861765, 0.027590], [1.649141, -0.946720, 1.032011], [1.786261, 0.214759, -0.327106], [-0.562720, 2.080042, 2.117373]], "forces_ev_per_angstrom": [[0.010, 0.005, -0.087], [-0.047, -0.241, -0.253], [0.063, -0.015, -0.026], [0.164, 0.395, 0.246], [-0.132, -0.356, -0.126], [-0.079, 0.095, 0.086], [0.152, -0.024, 0.009], [-0.059, 0.000, 0.068], [0.000, -0.141, -0.012], [0.036, 0.137, -0.016], [-0.074, 0.125, -0.083], [-0.147, -0.032, 0.100], [0.113, 0.052, 0.094]]}

---

{"formula": "C7H17InO6P", "method": "ωB97M-V/def2-TZVPD", "charge": 3, "mol_weight_g_mol": 343.0, "multiplicity": 1, "e_tot_ha": -1258.5724, "largest_force_ev_per_a": 4.002, "species": ["In", "C", "O", "P", "O", "O", "C", "O", "C", "H", "H", "H", "H", "H", "H", "H", "H", "H", "O", "C", "O", "C", "C", "C", "H", "H", "H", "H", "H", "H", "H", "H"], "xyz": [[-3.924466, 2.638863, -1.370040], [-0.595546, -4.991707, 0.192840], [-1.247696, -3.766777, -0.039370], [-1.098616, -2.978427, -1.453780], [-1.482086, -1.515817, -1.525110], [-1.816076, -3.936557, -2.561360], [-3.202906, -4.297517, -2.459300], [0.511894, -3.099447, -1.853600], [1.023314, -2.597797, -3.059220], [-0.430386, -5.555487, -0.725290], [-1.278006, -5.621247, 0.763830], [0.354294, -4.896757, 0.719030], [-3.352166, -5.359557, -2.653970], [-3.708296, -3.641167, -3.167730], [-3.660016, -4.092407, -1.491270], [0.209954, -2.394057, -3.755660], [1.669594, -3.388687, -3.439910], [1.634654, -1.697207, -3.001660], [-0.403676, 3.349823, 1.713490], [0.758584, 3.241723, 2.051590], [1.494074, 4.208413, 2.565230], [1.053834, 5.550043, 2.292850], [2.206624, 6.444343, 2.760970], [1.554444, 1.951363, 1.745360], [0.156314, 5.761213, 2.874200], [0.881174, 5.733973, 1.232450], [3.127624, 6.138003, 2.264970], [2.300244, 6.414283, 3.846520], [2.138244, 7.505263, 2.520430], [2.136854, 1.644863, 2.614240], [2.205754, 2.034063, 0.875270], [0.782454, 1.214383, 1.523990]], "forces_ev_per_angstrom": [[-0.230, 0.140, -0.064], [0.141, -2.285, 0.218], [-0.159, 3.053, -2.582], [0.750, -1.237, 0.087], [0.315, -2.176, 0.433], [1.277, 1.577, 1.533], [-0.933, 0.146, 0.464], [-2.031, 0.356, 1.355], [-0.966, -0.442, -1.342], [0.260, 0.207, -0.279], [0.058, 0.314, 0.283], [-0.049, 0.413, 0.009], [0.336, 0.102, -0.505], [-0.161, -0.356, -0.462], [0.448, 0.131, 0.270], [0.106, -0.044, -0.128], [0.380, -0.140, -0.153], [0.286, 0.182, 0.761], [0.678, -0.218, 0.256], [0.121, 0.546, -0.449], [-0.246, -0.729, -0.414], [1.881, 2.024, 0.389], [-0.687, -0.147, 0.344], [-0.795, -0.916, -0.065], [-0.703, -0.253, 0.071], [-0.290, -0.435, -0.098], [0.351, -0.228, 0.103], [0.286, -0.365, -0.049], [-0.581, -0.027, -0.402], [-0.030, 0.330, 0.240], [-0.057, 0.598, 0.076], [0.244, -0.120, 0.101]]}

---

{"formula": "C18H24N4O5S", "method": "ωB97M-V/def2-TZVPD", "charge": 0, "mol_weight_g_mol": 408.5, "multiplicity": 1, "relative_energy_kcal_mol": 6.2, "largest_force_ev_per_a": 1.300, "species": ["C", "C", "C", "C", "C", "C", "O", "N", "C", "C", "C", "C", "S", "O", "O", "N", "C", "C", "C", "O", "C", "N", "C", "O", "C", "N", "C", "C", "H", "H", "H", "H", "H", "H", "H", "H", "H", "H", "H", "H", "H", "H", "H", "H", "H", "H", "H", "H", "H", "H", "H", "H"], "xyz": [[5.979717, 1.340357, 1.482388], [5.798295, 1.369899, -0.030492], [4.652400, 0.481404, -0.514367], [4.914086, -1.006601, -0.291145], [3.797531, -1.867463, -0.880704], [2.518127, -1.755808, -0.068279], [2.487220, -1.425597, 1.091276], [1.405891, -2.104292, -0.797516], [0.077520, -2.173105, -0.390369], [-0.874535, -2.549669, -1.343632], [-2.208552, -2.630562, -1.001569], [-2.594753, -2.345026, 0.294640], [-4.336261, -2.368932, 0.674300], [-4.537186, -2.242879, 2.081742], [-4.988231, -3.427814, -0.032959], [-4.867947, -0.957369, -0.096197], [-4.200743, 0.232214, 0.069780], [-3.653543, 0.587857, 1.290410], [-2.973132, 1.807784, 1.317352], [-2.402368, 2.195067, 2.455398], [-1.725527, 3.440673, 2.431458], [-2.873876, 2.588460, 0.248449], [-3.464109, 2.161106, -0.859069], [-3.360899, 2.982454, -1.898291], [-3.993703, 2.566360, -3.094311], [-4.108958, 1.015073, -1.010370], [-1.667608, -1.981811, 1.251290], [-0.329562, -1.892605, 0.914682], [6.307169, 0.360405, 1.818433], [6.727183, 2.069635, 1.786741], [5.042792, 1.578521, 1.980225], [5.592827, 2.396969, -0.341362], [6.726834, 1.058564, -0.515369], [4.500109, 0.659351, -1.583160], [3.735209, 0.763082, 0.006194], [5.864408, -1.283184, -0.752254], [4.973753, -1.211611, 0.777326], [3.611441, -1.586433, -1.919691], [4.095231, -2.920127, -0.861655], [1.560797, -2.362554, -1.762794], [-0.561277, -2.777028, -2.352726], [-2.955936, -2.928360, -1.719641], [-5.220830, -1.107613, -1.029628], [-3.762431, -0.024701, 2.164560], [-0.905333, 3.417398, 1.711759], [-1.346106, 3.591141, 3.439658], [-2.409847, 4.244059, 2.153549], [-3.825810, 3.367377, -3.811123], [-5.063010, 2.415481, -2.933664], [-3.559156, 1.632269, -3.456751], [-2.000637, -1.783443, 2.256668], [0.403326, -1.608383, 1.650812]], "forces_ev_per_angstrom": [[0.071, 0.038, -0.231], [-0.227, 0.002, 0.075], [0.315, -0.060, 0.006], [-0.294, 0.111, -0.132], [0.355, 0.111, 0.350], [0.095, -0.154, -0.556], [0.033, 0.100, 0.327], [-0.041, -0.103, -0.374], [-0.356, 0.005, 0.270], [-0.061, 0.038, 0.090], [0.122, -0.066, -0.137], [-0.641, -0.094, 0.322], [-0.054, 0.140, -0.462], [0.293, 0.248, 0.019], [0.125, 0.125, -0.261], [-0.151, -0.940, 0.290], [0.586, 0.984, 0.617], [-0.008, 0.130, -0.020], [-0.181, -0.069, -0.753], [-0.211, -0.385, 0.038], [0.221, 0.420, -0.020], [0.190, 0.252, 0.297], [-0.109, -0.585, 0.512], [0.139, 0.206, 0.143], [-0.174, -0.102, -0.367], [-0.206, -0.090, -0.369], [-0.062, -0.071, -0.020], [0.154, 0.022, 0.078], [0.025, -0.092, 0.121], [0.058, 0.028, 0.109], [-0.096, 0.019, 0.121], [0.080, 0.004, -0.053], [0.030, 0.056, -0.078], [-0.079, -0.010, -0.024], [-0.090, 0.049, -0.026], [0.035, -0.035, 0.025], [0.086, -0.065, -0.002], [-0.024, -0.066, -0.038], [-0.075, -0.026, -0.073], [0.091, 0.092, 0.209], [0.017, -0.030, -0.105], [-0.019, -0.043, -0.179], [0.012, -0.156, -0.107], [-0.015, -0.011, 0.176], [-0.043, 0.032, 0.074], [-0.030, -0.029, -0.056], [0.079, -0.033, 0.043], [-0.006, -0.047, 0.048], [0.076, 0.019, -0.055], [-0.046, 0.078, -0.008], [0.032, 0.057, 0.141], [-0.022, -0.005, 0.005]]}

---

{"formula": "C26H46AuI2N2O4P2S", "method": "ωB97M-V/def2-TZVPD", "charge": 1, "mol_weight_g_mol": 995.5, "multiplicity": 3, "relative_energy_kcal_mol": 49.2, "largest_force_ev_per_a": 1.686, "species": ["Au", "I", "C", "C", "C", "I", "C", "C", "C", "C", "N", "C", "C", "O", "H", "H", "H", "H", "C", "O", "P", "O", "C", "O", "C", "H", "H", "H", "H", "H", "H", "H", "H", "H", "C", "S", "C", "H", "H", "H", "H", "H", "H", "C", "C", "C", "C", "P", "N", "C", "C", "C", "C", "C", "C", "C", "C", "H", "H", "H", "H", "H", "H", "H", "H", "H", "H", "H", "H", "H", "H", "H", "H", "H", "H", "H", "H", "H", "H", "H", "H", "H", "H", "H"], "xyz": [[0.801897, 1.088241, 0.346592], [3.910831, 1.741588, 4.565081], [1.867770, 1.326218, 4.539723], [1.205502, 0.978341, 5.704485], [-0.152736, 0.717176, 5.694029], [-1.057173, 0.156291, 7.497326], [-0.913494, 0.813034, 4.489278], [-2.304030, 0.624254, 4.393713], [-2.931766, 0.735487, 3.178358], [-2.155776, 0.991636, 2.043559], [-0.858593, 1.175584, 2.114460], [-0.232203, 1.132697, 3.294456], [1.197077, 1.425172, 3.287078], [1.806100, 1.749135, 2.234623], [1.755282, 0.909609, 6.632552], [-2.870790, 0.396450, 5.286319], [-4.002664, 0.616208, 3.093980], [-2.593541, 1.034915, 1.051134], [-2.338253, 5.405752, 0.646518], [-1.516232, 4.908955, -0.404494], [-0.595258, 3.561846, -0.266839], [0.865860, 4.165734, -0.644225], [1.531790, 4.963338, 0.331869], [-0.831815, 2.942719, -1.746770], [-2.144700, 2.497797, -2.089729], [-2.728577, 6.364698, 0.315767], [-1.768226, 5.549500, 1.566985], [-3.175557, 4.733648, 0.848495], [2.376165, 5.435739, -0.165998], [1.896642, 4.348964, 1.160189], [0.879242, 5.748571, 0.718680], [-2.192147, 2.465130, -3.175282], [-2.903138, 3.193465, -1.726575], [-2.329423, 1.497983, -1.687150], [2.246411, 2.378096, -2.780616], [2.749334, 1.318165, -1.404452], [4.048262, 2.308900, -0.613239], [2.193386, 3.410396, -2.457436], [1.255267, 2.052955, -3.086182], [2.964678, 2.248169, -3.587909], [5.011881, 1.973173, -0.988950], [3.989654, 2.153834, 0.461603], [3.896798, 3.357926, -0.851831], [-0.519154, -3.311055, -3.478162], [0.015984, -2.004312, -2.891928], [-0.757761, -0.808898, -3.453981], [1.473317, -1.812022, -3.317838], [-0.078872, -1.920171, -0.971751], [-0.176998, -0.392969, -0.585080], [-1.747635, -2.644058, -0.348348], [-2.850564, -1.945288, -1.151190], [-1.869389, -4.158360, -0.496042], [-1.932074, -2.233603, 1.120921], [1.330694, -2.965972, -0.214926], [1.007873, -3.186180, 1.267666], [2.637065, -2.173812, -0.243886], [1.521012, -4.321160, -0.898611], [-0.332507, -3.311021, -4.556028], [-1.593616, -3.415215, -3.336891], [-0.023583, -4.185884, -3.057945], [-0.613206, -0.773562, -4.537641], [-0.382369, 0.115759, -3.019029], [-1.826865, -0.862056, -3.267218], [1.498012, -1.665614, -4.400967], [2.098395, -2.673721, -3.096013], [1.905234, -0.925654, -2.853670], [-2.884285, -2.270729, -2.188774], [-2.707272, -0.864556, -1.118376], [-3.823303, -2.175828, -0.709557], [-1.705632, -4.493445, -1.518748], [-2.882092, -4.454704, -0.209090], [-1.180106, -4.691373, 0.157258], [-1.514918, -1.241660, 1.292352], [-1.475203, -2.933741, 1.815488], [-2.998949, -2.196095, 1.356795], [0.729195, -2.248269, 1.753078], [1.901637, -3.564574, 1.769858], [0.219127, -3.919806, 1.420374], [2.511082, -1.219854, 0.267891], [3.013155, -1.984924, -1.243689], [3.402154, -2.740302, 0.294086], [0.593257, -4.887915, -0.964976], [2.227169, -4.908453, -0.305685], [1.938255, -4.226428, -1.898900]], "forces_ev_per_angstrom": [[0.923, -0.596, -1.279], [-0.422, -0.109, 0.048], [0.770, 0.168, 0.376], [0.106, 0.005, -0.010], [-0.248, -0.131, 0.550], [0.226, 0.148, -0.394], [0.026, 0.109, -0.395], [0.006, -0.019, 0.086], [0.021, 0.010, 0.001], [-0.067, 0.019, 0.119], [0.119, 0.223, 0.541], [-0.815, -0.262, 0.111], [0.466, 0.236, -0.671], [-0.276, 0.022, 0.875], [0.021, -0.006, -0.016], [-0.015, 0.004, -0.006], [0.002, -0.034, -0.017], [0.008, 0.005, -0.007], [0.026, -0.145, 0.131], [0.120, -0.028, -0.156], [-0.354, 0.520, -0.141], [0.040, 0.052, -0.134], [0.008, -0.016, 0.107], [0.103, 0.105, -0.038], [0.001, -0.063, 0.073], [0.013, -0.002, 0.011], [-0.022, 0.012, 0.000], [0.016, 0.001, -0.008], [-0.012, -0.012, 0.016], [-0.026, -0.009, -0.010], [-0.004, 0.001, -0.028], [-0.012, -0.031, 0.006], [0.010, 0.013, -0.035], [0.065, -0.006, 0.008], [0.168, -0.198, 0.073], [-0.337, 0.110, 0.504], [-0.079, -0.173, -0.196], [-0.072, 0.064, 0.043], [0.000, -0.004, -0.036], [-0.049, 0.034, -0.036], [0.052, 0.094, 0.037], [0.012, 0.003, 0.003], [-0.026, 0.043, 0.071], [0.068, 0.040, -0.123], [-0.052, -0.269, 0.570], [-0.030, 0.024, -0.023], [-0.002, -0.020, -0.061], [0.058, -0.529, -0.734], [-0.516, 0.072, 0.460], [0.347, 0.287, -0.182], [-0.059, 0.015, -0.017], [-0.029, -0.048, 0.000], [-0.048, 0.043, 0.091], [-0.345, 0.256, -0.076], [0.039, -0.026, 0.055], [0.075, 0.064, -0.037], [-0.013, -0.028, 0.020], [-0.008, -0.017, 0.008], [0.016, -0.018, -0.031], [-0.037, 0.007, -0.072], [0.028, -0.056, 0.021], [-0.040, 0.076, -0.015], [0.004, 0.026, 0.007], [-0.006, 0.002, 0.008], [0.031, 0.046, 0.007], [0.073, 0.020, -0.004], [0.002, 0.023, 0.008], [-0.063, 0.001, -0.053], [0.040, -0.066, 0.037], [-0.051, -0.030, 0.071], [-0.008, 0.017, 0.006], [-0.063, -0.008, -0.021], [-0.016, -0.117, 0.012], [-0.036, 0.042, -0.022], [-0.023, -0.044, -0.066], [-0.004, -0.030, 0.031], [0.023, -0.009, -0.049], [0.051, 0.047, 0.019], [0.043, 0.091, 0.014], [-0.002, 0.046, -0.057], [-0.034, -0.021, -0.002], [0.094, -0.028, 0.007], [0.005, -0.008, -0.006], [-0.004, -0.029, 0.022]]}

---

{"formula": "CH4CsO", "method": "ωB97M-V/def2-TZVPD", "charge": 1, "mol_weight_g_mol": 164.9, "multiplicity": 1, "relative_energy_kcal_mol": 0.4, "largest_force_ev_per_a": 0.246, "species": ["Cs", "C", "O", "H", "H", "H", "H"], "xyz": [[0.305090, -2.683553, 1.413861], [0.035984, 0.381895, -0.590240], [-0.030759, 0.179597, 0.821378], [-0.947681, 0.305254, -1.054511], [0.494052, 1.336827, -0.844695], [0.672812, -0.414703, -0.973028], [-0.529498, 0.894683, 1.227235]], "forces_ev_per_angstrom": [[0.019, -0.012, 0.061], [0.044, -0.039, -0.094], [-0.096, -0.112, 0.197], [-0.007, 0.041, -0.011], [-0.004, -0.007, 0.032], [0.023, 0.053, -0.164], [0.021, 0.076, -0.020]]}